No. 1
{"formula": "C3H7O4PS", "method": "ωB97M-V with the def2-TZVPD basis set", "elements": ["S", "C", "H", "C", "H", "H", "O", "O", "P", "H", "H", "H", "H", "O", "O", "C"], "positions_angstrom": [[-0.81, -1.35, 0.79], [-0.41, 1.32, -0.12], [2.29, 0.24, -1.43], [1.95, -0.75, -1.26], [2.03, -1.32, -2.17], [-1.07, 1.98, -0.79], [-1.24, -0.41, -2.24], [-1.64, -0.13, 1.38], [-0.33, -0.27, -1.07], [0.06, 1.03, 1.88], [2.14, -1.14, -0.34], [-1.56, 1.88, 1.86], [0.58, 1.85, -0.11], [0.42, -1.43, 1.49], [-1.55, -2.52, 0.81], [-0.86, 1.03, 1.30]], "energy_ev": -31536.342, "charge": 0, "lumo_energy_ha": 0.001, "spin_multiplicity": 1, "gap_ev": 10.27}

No. 2
{"formula": "C5H10O", "method": "ωB97M-V with the def2-TZVPD basis set", "elements": ["H", "H", "C", "O", "H", "H", "C", "H", "H", "H", "H", "C", "H", "C", "C", "H"], "positions_angstrom": [[-1.00, 1.12, -1.49], [-1.91, 1.75, -0.10], [0.30, 1.37, 0.29], [-1.17, -1.22, -0.99], [2.46, -0.66, 0.22], [0.45, -0.30, 1.77], [-1.04, -0.34, 0.11], [0.26, 2.05, 1.15], [1.31, -0.79, -1.14], [-1.79, -0.58, 0.88], [1.30, -2.01, 0.13], [0.39, -0.13, 0.68], [1.10, 1.71, -0.37], [-1.07, 1.11, -0.40], [1.44, -0.94, -0.06], [-1.02, -2.13, -0.70]], "energy_ev": -7393.799, "smiles": "C[C@H]1CC[C@H]1O", "charge": 0, "lumo_energy_ha": 0.035, "spin_multiplicity": 1, "gap_ev": 10.83}

No. 3
{"formula": "C10H30BeNO13", "method": "ωB97M-V with the def2-TZVPD basis set", "elements": ["H", "H", "H", "O", "H", "O", "C", "H", "O", "O", "C", "H", "C", "H", "H", "O", "H", "H", "H", "C", "H", "H", "C", "H", "H", "H", "C", "O", "O", "O", "H", "Be", "O", "O", "H", "C", "H", "H", "H", "H", "O", "H", "O", "N", "H", "C", "C", "H", "H", "H", "H", "O", "H", "C", "H"], "positions_angstrom": [[-16.04, 6.93, 3.92], [-17.80, 7.08, 1.73], [-20.30, 10.94, 4.04], [-22.05, 10.97, 1.56], [-18.00, 9.92, 5.02], [-20.06, 9.27, 1.96], [-20.39, 8.96, 3.27], [-20.04, 12.03, -0.14], [-19.31, 12.04, 1.85], [-18.67, 5.05, 3.52], [-16.01, 13.40, 2.55], [-17.15, 13.21, -0.14], [-20.26, 12.49, 0.83], [-15.23, 10.01, 4.07], [-18.26, 6.65, 4.85], [-16.74, 12.50, 0.35], [-21.95, 12.81, 2.38], [-13.62, 8.83, 0.44], [-19.35, 12.68, 2.56], [-14.55, 8.78, 1.00], [-22.45, 12.86, 0.79], [-20.14, 7.93, 3.55], [-16.81, 6.46, 3.31], [-15.07, 13.63, 0.52], [-14.89, 7.75, 1.10], [-21.48, 8.94, 3.29], [-14.30, 9.26, 2.49], [-18.36, 9.39, -0.79], [-17.49, 7.47, 2.55], [-16.59, 12.36, 3.29], [-20.10, 13.57, 0.72], [-17.64, 10.13, 1.67], [-18.34, 10.15, -2.78], [-18.49, 10.01, 4.20], [-20.16, 9.72, 5.28], [-17.73, 5.88, 4.28], [-19.42, 4.71, 4.01], [-13.67, 8.54, 3.02], [-16.40, 5.74, 2.60], [-17.21, 5.18, 4.92], [-15.52, 9.56, 0.34], [-15.24, 13.75, 3.24], [-17.85, 8.16, -2.34], [-18.19, 9.28, -1.99], [-15.15, 9.75, -0.53], [-15.61, 12.91, 1.13], [-19.89, 9.95, 4.25], [-13.66, 10.11, 2.27], [-23.00, 10.90, 1.56], [-16.73, 14.21, 2.46], [-20.73, 9.86, 1.63], [-15.51, 9.55, 3.27], [-14.96, 12.04, 1.26], [-21.70, 12.38, 1.41], [-16.68, 12.59, 4.22]], "energy_ev": -39349.406, "charge": 1, "lumo_energy_ha": -0.182, "spin_multiplicity": 1, "gap_ev": 5.01}

No. 4
{"formula": "C35H31AsF3N2O4OsS5Te", "method": "ωB97M-V with the def2-TZVPD basis set", "elements": ["H", "H", "H", "Te", "C", "C", "H", "O", "C", "S", "N", "H", "H", "C", "H", "O", "H", "F", "H", "C", "N", "C", "C", "H", "S", "C", "Os", "H", "C", "C", "H", "C", "C", "H", "H", "C", "C", "H", "As", "C", "C", "H", "C", "C", "O", "C", "H", "H", "H", "H", "C", "C", "C", "C", "F", "C", "H", "C", "S", "H", "C", "C", "C", "C", "H", "C", "H", "H", "H", "F", "C", "H", "S", "H", "C", "C", "C", "S", "H", "H", "O", "C", "H"], "positions_angstrom": [[-21.44, -6.11, 21.19], [-23.23, -4.50, 22.17], [-19.36, -6.57, 20.96], [-18.60, -4.09, 17.11], [-6.22, -1.43, 17.73], [-21.39, -3.60, 18.20], [-18.80, -3.20, 14.22], [-10.37, 2.12, 15.37], [-13.48, -0.69, 10.28], [-14.27, 0.54, 18.97], [-11.84, -2.71, 14.34], [-11.09, -5.79, 15.36], [-24.21, -5.37, 21.16], [-11.37, -4.95, 14.67], [-21.52, -3.07, 16.14], [-10.82, 0.43, 13.52], [-20.31, -8.38, 13.00], [-11.70, 2.71, 12.02], [-22.26, -1.88, 17.25], [-19.58, -6.39, 13.30], [-10.66, -0.94, 15.93], [-12.99, -1.85, 10.89], [-5.73, -0.42, 16.89], [-8.01, -2.55, 18.31], [-14.55, 4.35, 20.68], [-20.30, -5.35, 19.52], [-12.14, -0.82, 14.97], [-19.85, -7.12, 17.07], [-19.20, -5.37, 14.21], [-13.13, -0.75, 13.07], [-11.02, -6.15, 12.94], [-6.51, 0.10, 15.84], [-8.40, -1.12, 16.72], [-20.67, -8.73, 15.42], [-24.28, -3.67, 21.07], [-11.99, -2.89, 12.98], [-21.39, -5.43, 20.37], [-11.44, -3.41, 16.22], [-13.32, 2.66, 20.81], [-11.77, 3.06, 13.33], [-7.87, -0.19, 15.85], [-6.13, 0.71, 14.98], [-7.55, -1.75, 17.65], [-20.02, -7.63, 13.71], [-10.30, -2.15, 17.76], [-21.40, -2.51, 17.10], [-14.24, 1.10, 13.15], [-19.56, -6.11, 12.26], [-17.36, -4.12, 13.93], [-20.43, -2.03, 17.00], [-20.27, -4.46, 18.41], [-18.45, -4.11, 13.71], [-9.86, -1.43, 16.84], [-12.65, -1.82, 12.27], [-13.04, 3.53, 13.59], [-23.62, -4.50, 21.20], [-5.50, -1.96, 18.38], [-19.31, -5.62, 15.58], [-11.28, 1.58, 14.36], [-8.52, 0.25, 15.14], [-11.58, -3.73, 15.17], [-19.80, -6.89, 15.99], [-13.80, 0.29, 12.49], [-22.56, -4.57, 20.15], [-13.63, -0.63, 9.19], [-19.09, -6.11, 20.02], [-12.01, -4.24, 11.42], [-23.37, -3.18, 18.75], [-18.58, -3.95, 12.63], [-10.89, 4.01, 13.52], [-20.19, -7.84, 15.05], [-12.96, -2.76, 10.29], [-12.68, 1.79, 18.75], [-18.26, -5.38, 20.15], [-13.85, 0.39, 11.10], [-11.68, -4.13, 12.46], [-11.34, -5.19, 13.29], [-14.82, 0.87, 20.98], [-4.68, -0.07, 17.10], [-18.77, -6.85, 19.29], [-12.63, 1.23, 15.10], [-22.49, -3.75, 19.03], [-14.26, 1.30, 10.66]], "energy_ev": -180891.694, "s2": 8.78, "charge": -2, "lumo_energy_ha": [0.116, 0.116], "spin_multiplicity": 6, "gap_ev": [2.82, 4.74]}

No. 5
{"formula": "C4H11N2O", "method": "ωB97M-V with the def2-TZVPD basis set", "elements": ["H", "H", "N", "H", "H", "O", "H", "H", "C", "H", "C", "C", "H", "H", "H", "N", "H", "C"], "positions_angstrom": [[-0.45, 2.16, 0.85], [-2.45, -2.74, 0.01], [2.26, 1.41, -0.67], [1.88, 1.46, -1.61], [0.03, 1.52, -0.82], [1.21, -0.43, 0.17], [2.70, 2.21, -0.38], [-0.43, -0.46, 1.49], [-0.59, -0.16, 0.40], [-1.47, -0.81, -1.35], [-0.58, 1.41, 0.07], [-1.42, -2.35, 0.14], [-0.59, -2.93, -0.71], [2.12, 0.96, 1.35], [-1.64, 1.61, -0.14], [-1.20, -1.02, -0.34], [-1.21, -2.40, 1.21], [1.82, 0.56, 0.33]], "energy_ev": -9340.195, "s2": 2.01, "charge": 1, "lumo_energy_ha": [-0.105, -0.316], "spin_multiplicity": 3, "gap_ev": [6.59, 5.72]}

No. 6
{"formula": "C5H8O", "method": "ωB97M-V with the def2-TZVPD basis set", "elements": ["C", "H", "C", "H", "H", "C", "H", "C", "H", "C", "H", "H", "H", "O"], "positions_angstrom": [[-0.22, -0.48, -0.26], [0.03, -1.14, -1.09], [0.97, -0.01, 0.53], [-1.34, 1.43, -0.04], [1.43, -0.83, 1.10], [-1.53, -0.74, 0.43], [0.66, 0.73, 1.29], [2.05, 0.61, -0.32], [-1.60, -0.55, 1.49], [-1.38, 0.44, -0.49], [-1.88, 0.42, -1.46], [-2.13, -1.58, 0.09], [2.95, 0.95, 0.24], [2.00, 0.73, -1.52]], "energy_ev": -7360.997, "smiles": "O=CCC1CC1", "charge": 0, "lumo_energy_ha": 0.040, "spin_multiplicity": 1, "gap_ev": 10.88}

No. 7
{"formula": "C3H3N3O", "method": "ωB97M-V with the def2-TZVPD basis set", "elements": ["O", "N", "N", "H", "H", "C", "N", "H", "C", "C"], "positions_angstrom": [[-1.50, -0.65, 1.25], [1.31, -2.66, -0.03], [1.90, -2.05, -0.74], [1.25, 0.25, -0.37], [0.44, -0.95, 1.70], [-0.49, 1.40, -0.48], [-1.11, 2.39, -0.80], [-1.74, 2.32, -1.60], [-0.32, -0.47, 1.06], [0.24, 0.41, 0.01]], "energy_ev": -9676.502, "smiles": "N=C=CC=O.N#N", "charge": 0, "lumo_energy_ha": 0.019, "spin_multiplicity": 1, "gap_ev": 10.19}

Per-record energy relative to the best compared isomer or geometry (same formula, charge and spin), kJ/mol: 168.5 93.3 190.4 177.8 273.1 121.4 91.9